1.
{"formula": "C5H12O3", "method": "ωB97M-V/def2-TZVPD", "energy_ev": -11517.109, "e_above_lowest_kj_mol": 545.9, "lumo_ev": -3.62, "largest_force_ha_per_bohr": 0.07526, "elements": ["H", "C", "H", "H", "O", "C", "H", "H", "H", "H", "C", "H", "O", "H", "C", "H", "C", "H", "O", "H"], "coordinates": [[-4.661, 1.298, 0.159], [-0.928, 0.396, 0.284], [-0.627, 0.855, -0.701], [-3.195, 0.601, 0.363], [-3.755, 1.414, 0.478], [3.824, 0.727, -0.445], [0.405, -1.243, 0.092], [-1.110, 1.262, 0.957], [-2.076, -2.741, -1.660], [-1.768, -1.440, -0.769], [0.309, -0.419, 0.739], [4.132, 1.434, 0.228], [-1.334, -2.255, -1.335], [1.851, 1.048, 1.524], [1.599, 0.367, 0.727], [2.361, -0.634, -1.019], [2.577, 0.146, -0.277], [4.452, 0.377, -1.234], [-2.085, -0.409, 0.156], [0.030, -0.785, 1.733]], "atomic_forces_ev_per_a": [[0.649, -0.304, 0.102], [-3.196, 1.096, -1.887], [-0.330, -0.448, 0.538], [-0.479, -0.157, -0.238], [-0.688, 0.943, 0.210], [-3.196, -2.036, 0.045], [-0.018, -1.019, -1.009], [0.190, -0.593, -0.003], [-0.638, -0.528, -0.350], [0.648, -1.279, -0.698], [2.867, 0.768, 1.454], [1.031, 1.836, 1.395], [0.253, 1.453, 0.835], [-0.209, 0.443, 0.185], [-1.293, -1.773, 0.014], [-0.318, 0.295, 0.329], [1.099, -0.282, -1.423], [0.358, 0.020, -0.309], [2.999, 1.219, 0.711], [0.270, 0.347, 0.100]], "nbo_charge": [0.459, -0.021, 0.151, 0.497, -1.016, -0.109, 0.264, 0.181, 0.453, 0.493, -0.524, 0.193, -1.059, 0.203, 0.222, 0.237, -0.331, 0.219, -0.787, 0.273]}



2.
{"formula": "C22H40F3NO9P2", "method": "ωB97M-V/def2-TZVPD", "energy_ev": -70108.495, "smiles": "CCOP(=O)(CCC[PH](CC(=O)F)(Cc1ccccc1C)N(C(=O)F)C(=O)F)OCC.CO.CO.CO", "lumo_ev": 0.13, "largest_force_ha_per_bohr": 0.06314, "elements": ["C", "H", "H", "C", "O", "H", "C", "C", "C", "H", "C", "H", "H", "H", "H", "C", "H", "C", "H", "C", "H", "O", "C", "H", "H", "H", "H", "H", "H", "P", "H", "C", "C", "H", "H", "F", "O", "O", "C", "H", "H", "C", "C", "P", "C", "H", "H", "C", "H", "H", "H", "O", "H", "H", "H", "C", "O", "F", "O", "O", "C", "C", "H", "H", "N", "H", "H", "C", "H", "H", "C", "H", "O", "F", "H", "H", "H"], "coordinates": [[0.739, 3.097, -0.746], [-3.328, 1.823, 2.026], [-0.774, -0.043, 0.058], [-0.712, 4.513, -2.839], [-0.914, -4.421, -0.549], [-0.799, -0.255, 1.798], [-0.587, 3.600, -0.423], [-4.472, 2.187, 0.025], [-1.291, 1.668, 3.069], [-2.578, -1.606, 1.986], [0.609, 3.953, -3.143], [1.086, 4.029, -4.144], [-2.322, -1.694, -1.166], [1.241, -2.131, 2.440], [3.817, 4.281, -6.164], [1.087, -3.116, 1.924], [-0.555, -5.870, 5.255], [1.501, -3.327, -2.745], [-0.674, 3.911, 1.733], [-2.355, -2.153, -0.140], [0.384, -1.447, -2.812], [-0.673, -5.342, 4.457], [-2.587, -1.071, 0.997], [-1.253, 5.072, -3.644], [-0.672, -2.856, -2.511], [2.291, 1.948, -5.646], [3.953, 2.734, -7.032], [-2.204, 4.170, 0.866], [-2.695, -5.123, 4.842], [-0.722, -3.056, 0.047], [4.909, -1.130, 1.596], [1.593, 2.355, 0.322], [3.274, 3.395, -6.487], [2.350, 2.844, -2.299], [1.589, -3.899, 4.001], [-4.931, 3.470, -0.262], [4.305, 0.815, 1.240], [-0.338, -3.261, 1.647], [1.338, 3.264, -2.090], [2.448, 3.696, -7.137], [1.769, -4.011, -1.901], [0.232, 1.835, 3.205], [-1.323, 3.460, 0.941], [-2.070, 1.784, 1.318], [-1.461, 0.076, 0.943], [5.657, -0.319, 0.200], [1.273, 1.306, 0.540], [-1.277, 4.331, -1.518], [-2.189, -4.897, 3.151], [-2.284, 4.768, -1.314], [2.467, -4.680, 2.646], [1.054, 0.986, 3.066], [-3.614, -0.641, 0.862], [-1.749, 2.482, 3.715], [1.607, 3.010, 1.241], [1.456, -4.276, 2.959], [-5.276, 1.403, 0.389], [0.749, 3.083, 3.605], [-1.822, 1.143, -2.001], [0.408, -2.160, -0.794], [-2.787, 1.186, -1.322], [0.321, -2.407, -2.221], [2.658, 2.357, -0.047], [2.380, -2.662, -2.937], [-3.074, 1.968, -0.201], [1.749, -3.275, 1.039], [3.969, -0.873, 0.095], [-2.031, -5.486, 4.053], [-2.246, -6.536, 3.841], [3.485, 0.673, 1.729], [4.731, -0.452, 0.757], [-1.564, 0.716, 3.612], [2.767, 2.727, -5.337], [-3.817, 0.291, -1.708], [-3.183, -2.915, -0.163], [1.223, -3.896, -3.673], [0.738, -5.122, 2.878]], "atomic_forces_ev_per_a": [[-0.282, -0.063, -0.770], [0.638, -0.061, -0.544], [-1.087, 0.467, 0.466], [1.299, -1.075, 1.164], [0.508, 1.609, 0.418], [-0.422, 0.930, -0.955], [0.417, 0.734, -3.072], [-0.802, 0.121, -0.717], [0.621, 1.409, 2.389], [0.128, 0.733, -0.876], [-0.580, -0.369, 2.217], [-0.544, 0.028, 0.869], [0.002, -0.263, 0.976], [0.004, -0.693, -0.887], [-0.051, -0.078, 0.073], [0.796, -1.259, 2.195], [0.031, 0.087, -0.102], [-0.248, 0.649, 0.987], [-0.472, -0.903, -0.319], [0.414, 0.562, 0.706], [-0.107, -0.593, 1.214], [-0.307, -0.137, 0.334], [-0.430, 0.055, -1.016], [0.424, -0.601, 1.024], [1.020, 0.295, 0.591], [0.038, 0.083, 0.147], [0.052, 0.159, -0.126], [0.737, -0.978, 0.132], [-0.162, -0.026, -0.115], [-1.204, -2.675, -0.999], [0.079, -0.159, -0.129], [0.427, 1.358, -0.581], [-0.151, -0.260, -0.014], [-1.012, 0.418, 0.272], [-0.539, -0.404, -0.838], [1.458, -1.216, 0.277], [0.016, -0.013, 0.016], [0.523, 1.935, -2.554], [-2.371, 0.866, 0.399], [0.130, 0.103, -0.125], [-0.239, 0.258, -0.945], [0.534, -0.369, 0.561], [0.593, 1.335, -0.849], [0.852, 0.191, 2.177], [0.834, -1.973, 0.589], [-0.055, 0.073, 0.049], [0.156, 0.920, -0.143], [1.242, -0.554, -0.106], [0.142, -0.021, 0.036], [0.924, -0.457, -0.155], [-0.968, 0.426, 0.363], [-0.569, 0.059, -0.144], [0.823, -0.308, 0.088], [0.436, -0.650, -0.853], [-0.074, -1.011, -0.673], [1.239, 0.315, -1.078], [0.352, 0.119, 0.278], [-1.425, -0.885, -0.531], [0.264, 0.256, 0.755], [-1.089, -0.588, 1.026], [-0.878, -0.696, -1.044], [0.026, -0.413, -2.231], [-1.096, -0.314, 0.468], [-0.623, -0.715, 0.021], [-1.942, -0.542, -2.007], [-0.928, 0.533, 0.444], [0.112, -0.173, -0.058], [0.067, -0.129, 0.244], [-0.189, 0.057, -0.077], [0.098, 0.154, 0.002], [-0.286, 0.101, 0.190], [0.375, 0.790, -0.863], [0.002, -0.012, 0.036], [0.485, 1.310, 0.878], [1.015, 0.603, 0.225], [0.219, 0.580, 0.987], [0.580, 0.951, 0.206]], "mulliken_charge": [1.340, 0.011, 0.479, -0.873, -0.843, 0.519, 0.313, 0.303, -1.164, 0.439, -0.311, 0.378, 0.346, -0.040, 0.223, 0.271, 0.253, -1.082, 0.513, -0.836, 0.359, -0.431, -0.713, 0.340, 0.426, 0.273, 0.269, 0.633, 0.274, 0.801, 0.274, -0.509, -0.598, 0.346, 0.287, -0.277, -0.479, -0.195, -1.199, 0.271, 0.233, 0.502, -1.048, 0.621, -0.997, 0.260, -0.224, -0.744, 0.109, 0.274, 0.338, -0.402, 0.462, 0.494, 0.146, -1.266, -0.381, -0.307, -0.323, -0.197, 0.046, -0.417, 0.679, 0.295, 0.610, 0.276, 0.070, -0.454, 0.272, 0.276, -0.406, 0.502, -0.428, -0.354, 0.441, 0.316, 0.337]}



Which formula does entry 2 have?
C22H40F3NO9P2